Entry 1:
Formula: C25H48NNbO7PS
Source: the Open Molecules 2025 dataset
Level of theory: ωB97M-V/def2-TZVPD

orbital gap = 6.13 eV
LUMO energy = 1.862 eV
max |F| = 0.1008 hartree/bohr
E_HOMO = -4.27 eV
net charge = -1

Element x y z (Å)
C -0.462 -1.302 -1.387
C -0.053 -0.420 -0.668
C 0.571 0.567 0.333
C 2.048 0.109 0.648
C 2.425 0.039 2.194
Nb 2.899 -2.107 2.883
N 4.877 -1.484 3.148
C 3.417 -4.222 3.568
C 3.009 -5.347 2.635
O 3.743 -5.889 1.832
C 1.563 -5.901 2.714
C 0.883 -6.214 1.535
C -0.429 -6.679 1.635
C -1.026 -6.818 2.892
C -0.314 -6.536 4.055
C 1.002 -6.067 3.984
P 0.370 -2.556 2.698
S -0.535 -2.898 4.440
H -0.888 -2.172 -1.852
H -0.074 0.613 1.227
H 0.532 1.548 -0.176
H 2.732 0.820 0.150
H 2.182 -0.879 0.180
H 3.283 0.698 2.425
H 1.519 0.338 2.761
H 3.165 -2.579 1.125
H 2.580 -1.626 4.636
H 5.527 -2.266 3.139
H 5.163 -0.748 2.510
H 4.528 -4.265 3.620
H 3.059 -4.470 4.584
H 1.418 -6.063 0.594
H -0.952 -6.920 0.702
H -2.068 -7.155 2.921
H -0.831 -6.673 5.011
H 1.537 -5.853 4.910
H 0.049 -3.563 1.737
H -0.235 -1.362 2.196
C -4.934 0.223 -1.089
O -4.987 0.820 0.187
C -4.010 0.276 1.069
C -3.753 1.214 2.223
O -2.881 2.281 1.876
C -3.439 3.297 1.053
C -4.397 4.213 1.791
O -5.672 3.602 1.927
C -6.424 4.169 2.974
H -5.135 -0.853 -1.025
H -5.698 0.689 -1.711
H -3.956 0.393 -1.555
H -3.072 0.098 0.529
H -4.399 -0.678 1.446
H -3.231 0.654 3.002
H -4.681 1.582 2.663
H -3.894 2.874 0.156
H -2.587 3.899 0.728
H -4.530 5.141 1.218
H -3.982 4.452 2.777
H -5.912 4.034 3.933
H -7.382 3.653 3.020
H -6.602 5.236 2.793
C 3.509 0.641 -3.015
O 2.701 1.282 -3.982
C 1.364 1.449 -3.530
C 0.663 2.524 -4.334
O 0.987 3.848 -3.918
C 2.279 4.322 -4.275
C 2.407 4.674 -5.745
O 2.602 3.504 -6.525
C 2.259 3.703 -7.877
H 3.126 -0.360 -2.789
H 4.515 0.553 -3.422
H 3.557 1.237 -2.097
H 1.355 1.725 -2.468
H 0.845 0.493 -3.660
H -0.411 2.425 -4.156
H 0.824 2.395 -5.406
H 3.058 3.626 -3.958
H 2.415 5.241 -3.700
H 3.281 5.323 -5.891
H 1.504 5.203 -6.071
H 1.198 3.965 -7.970
H 2.430 2.768 -8.410
H 2.878 4.488 -8.325

---

Entry 2:
Formula: C25H48O3P2SYb
Source: the Open Molecules 2025 dataset
Level of theory: ωB97M-V/def2-TZVPD

orbital gap (spin up / spin down) = 6.70 / 5.64 eV
LUMO energy (spin up / spin down) = -3.520 / -4.584 eV
max |F| = 0.1052 hartree/bohr
E_HOMO (spin up / spin down) = -10.22 / -10.22 eV
net charge = +1
energy relative to the best compared isomer or geometry (same formula, charge and spin) = 53.0 kcal/mol
2S+1 = 2

Element x y z (Å)
Yb -0.356 -0.491 -1.262
C -2.379 1.687 0.181
C -2.802 0.804 -0.852
C -2.565 -0.450 1.065
C -2.317 0.919 1.370
C -2.844 -0.539 -0.316
C -2.167 3.157 0.079
H -1.853 3.439 -0.936
H -1.377 3.475 0.779
H -3.088 3.715 0.325
C -2.196 1.455 2.734
H -2.029 2.539 2.730
H -1.367 0.996 3.288
H -3.103 1.239 3.326
C -2.654 -1.564 2.029
H -3.492 -1.422 2.729
H -1.723 -1.628 2.604
H -2.772 -2.522 1.512
C -3.026 -1.809 -1.073
H -4.066 -1.913 -1.428
H -2.759 -2.686 -0.459
H -2.386 -1.858 -1.980
C -3.363 1.239 -2.151
H -4.357 1.703 -2.017
H -3.508 0.383 -2.828
H -2.732 2.001 -2.632
C 1.636 0.482 -2.239
C 0.596 1.314 -2.482
C 0.057 1.551 -3.864
C -0.888 0.437 -4.433
C -1.050 -0.828 -3.640
C 0.012 -1.662 -3.395
C 1.364 -1.381 -4.012
C 2.296 -0.338 -3.315
H 0.865 1.724 -4.604
H -0.545 0.166 -5.446
H -0.509 2.499 -3.858
H 2.759 0.304 -4.096
H 2.157 0.512 -1.278
H 0.213 1.982 -1.684
H 3.172 -0.855 -2.886
H 1.907 -2.331 -4.085
H -0.150 -2.695 -3.073
H 1.233 -1.067 -5.058
H -1.891 0.866 -4.588
H -2.080 -1.209 -3.616
P 2.214 2.563 0.316
C 1.799 3.374 1.903
H 2.694 3.913 2.249
H 1.498 2.617 2.645
H 0.964 4.075 1.730
C 3.761 1.680 0.763
H 4.386 2.381 1.337
H 4.272 1.388 -0.168
H 3.545 0.768 1.348
C 2.850 3.965 -0.676
H 3.219 3.566 -1.633
H 3.658 4.454 -0.110
H 2.008 4.653 -0.848
P 1.160 -3.108 -0.267
C 0.107 -4.431 -0.961
H 0.752 -5.282 -1.227
H -0.440 -4.072 -1.848
H -0.631 -4.717 -0.191
C 2.688 -3.224 -1.275
H 2.481 -2.938 -2.316
H 3.052 -4.259 -1.233
H 3.431 -2.528 -0.849
C 1.735 -3.973 1.238
H 2.062 -4.983 0.976
H 0.902 -4.004 1.945
H 2.556 -3.397 1.675
C 1.174 0.271 3.510
S 1.178 -0.778 2.032
O 2.572 -1.137 1.790
O 0.264 -1.875 2.372
O 0.605 0.007 0.861
H 1.350 -0.386 4.383
H 0.201 0.764 3.660
H 2.009 0.975 3.451

---

Entry 3:
Formula: C25H48OP2Zr
Source: the Open Molecules 2025 dataset
Level of theory: ωB97M-V/def2-TZVPD

orbital gap = 4.33 eV
LUMO energy = -8.805 eV
max |F| = 0.2080 hartree/bohr
E_HOMO = -13.13 eV
net charge = +2

Element x y z (Å)
Zr -1.350 -0.095 -0.594
C 0.084 -0.992 -2.470
C -0.900 -0.080 -3.026
C 0.931 1.152 -2.285
C 1.244 -0.211 -2.124
C -0.390 1.261 -2.804
C 0.085 -2.475 -2.631
H -0.927 -2.851 -2.815
H 0.464 -2.973 -1.722
H 0.717 -2.787 -3.480
C 2.607 -0.733 -1.860
H 2.719 -1.772 -2.188
H 2.860 -0.698 -0.790
H 3.367 -0.139 -2.393
C 1.858 2.293 -2.092
H 1.809 2.965 -2.958
H 2.901 1.973 -1.977
H 1.596 2.882 -1.201
C -0.947 2.517 -3.371
H -1.336 2.361 -4.388
H -0.165 3.286 -3.428
H -1.770 2.915 -2.761
C -1.910 -0.465 -4.054
H -1.404 -0.639 -5.020
H -2.645 0.333 -4.219
H -2.430 -1.400 -3.801
C -2.274 -1.158 1.157
C -2.426 -1.935 -0.020
C -3.681 -1.946 -0.883
C -4.265 -0.571 -1.331
C -3.336 0.637 -1.297
C -3.024 1.238 -0.069
C -3.882 0.882 1.149
C -3.384 -0.406 1.871
H -4.481 -2.500 -0.358
H -5.185 -0.366 -0.758
H -3.506 -2.552 -1.793
H -4.220 -1.088 2.098
H -1.432 -1.386 1.830
H -1.854 -2.867 -0.068
H -2.981 -0.095 2.852
H -3.892 1.740 1.855
H -2.560 2.240 -0.018
H -4.951 0.740 0.869
H -4.648 -0.663 -2.361
H -3.335 1.280 -2.181
P 0.706 -4.087 1.636
C 2.494 -4.231 1.175
H 3.138 -4.672 1.953
H 2.880 -3.225 0.931
H 2.567 -4.853 0.269
C 0.844 -3.399 3.350
H 1.465 -4.020 4.016
H -0.174 -3.342 3.765
H 1.256 -2.379 3.306
C 0.312 -5.826 2.086
H -0.736 -5.858 2.418
H 0.943 -6.231 2.887
H 0.404 -6.473 1.204
P -1.324 3.751 1.676
C -1.967 5.396 1.245
H -2.247 5.962 2.143
H -2.869 5.224 0.634
H -1.235 5.947 0.640
C -1.999 3.499 3.360
H -3.096 3.549 3.300
H -1.617 4.263 4.048
H -1.721 2.497 3.717
C 0.472 3.952 1.948
H 0.733 5.010 2.112
H 1.002 3.593 1.048
H 0.799 3.348 2.809
C 1.124 0.436 1.400
O -0.027 0.673 0.591
H 0.899 0.555 2.485
H 1.955 1.130 1.143
H 1.450 -0.609 1.235

---

Entry 4:
Formula: C25H49BCl2N3O8
Source: the Open Molecules 2025 dataset
Level of theory: ωB97M-V/def2-TZVPD

orbital gap = 6.85 eV
LUMO energy = 1.994 eV
max |F| = 0.1659 hartree/bohr
E_HOMO = -4.86 eV
net charge = -1

Element x y z (Å)
C 1.293 -2.850 1.059
O 2.519 -2.071 0.827
C 2.948 -2.160 -0.605
C 3.605 -0.700 -0.968
C 2.743 0.206 -2.029
C 1.122 0.223 -1.772
C 0.477 1.723 -1.555
C 0.416 2.648 -2.907
C -0.017 1.886 -4.304
C -1.629 1.664 -4.492
C -2.285 0.494 -3.550
C -3.374 1.028 -2.440
O -3.838 -0.177 -1.678
C -3.934 0.325 -0.274
C -2.802 0.065 0.890
O -4.996 1.085 0.058
O 1.806 3.130 -3.205
B 2.004 4.408 -2.441
C 2.919 5.350 -3.485
N 3.488 6.596 -2.775
C 3.014 4.263 -1.167
Cl 4.809 3.825 -1.571
C 2.696 4.394 0.277
C 1.168 4.723 0.759
Cl 4.002 4.192 1.630
O 0.765 5.196 -2.374
C -0.261 4.171 -2.765
O -0.691 4.739 -4.085
C -1.713 4.255 -1.939
O -2.114 5.699 -1.909
N -3.438 5.809 -2.179
O -3.642 5.987 -3.368
H 0.948 -3.517 0.161
H 1.489 -3.502 2.039
H 0.456 -2.066 1.383
H 2.055 -2.383 -1.336
H 3.738 -3.055 -0.621
H 4.648 -0.933 -1.499
H 3.886 -0.118 0.021
H 2.931 -0.244 -3.118
H 3.246 1.277 -2.052
H 0.786 -0.410 -0.817
H 0.638 -0.359 -2.695
H -0.655 1.545 -1.229
H 1.020 2.209 -0.640
H 0.328 2.606 -5.192
H 0.552 0.870 -4.495
H -1.786 1.308 -5.621
H -2.267 2.664 -4.402
H -1.515 -0.178 -2.981
H -2.889 -0.244 -4.269
H -2.864 1.723 -1.643
H -4.339 1.477 -2.933
H -2.019 -0.772 0.634
H -3.320 -0.214 1.921
H -2.171 1.045 1.113
H 3.736 4.724 -4.041
H 2.143 5.794 -4.276
H 3.466 7.418 -3.440
H 4.523 6.462 -2.584
H 1.043 4.261 1.849
H 1.092 5.904 0.917
H 0.319 4.298 0.074
H -0.164 5.587 -4.259
H -1.621 3.810 -0.858
H -2.576 3.702 -2.510
C -2.359 -3.833 5.017
C -2.100 -5.269 4.570
N -0.681 -5.602 4.411
C -0.461 -6.886 3.735
C -0.938 -8.148 4.445
C 0.176 -5.357 5.572
C -0.176 -6.070 6.873
H -1.904 -3.115 4.327
H -3.436 -3.641 5.039
H -1.976 -3.642 6.024
H -2.602 -5.394 3.602
H -2.596 -5.950 5.269
H 0.605 -6.994 3.501
H -0.957 -6.842 2.757
H -0.274 -8.423 5.269
H -0.933 -8.990 3.742
H -1.955 -8.053 4.832
H 0.189 -4.278 5.769
H 1.217 -5.590 5.314
H -1.248 -6.056 7.086
H 0.327 -5.576 7.712
H 0.165 -7.108 6.868

---

Entry 5:
Formula: C25H49Cl5CrN5O4SSi4
Source: the Open Molecules 2025 dataset
Level of theory: ωB97M-V/def2-TZVPD

orbital gap (spin up / spin down) = 7.00 / 7.06 eV
LUMO energy (spin up / spin down) = -6.401 / -5.774 eV
max |F| = 0.0211 hartree/bohr
E_HOMO (spin up / spin down) = -13.41 / -12.83 eV
net charge = +2
2S+1 = 2

Element x y z (Å)
Cr 1.146 -0.309 0.114
Cl 2.763 -4.063 0.460
C 3.572 -2.597 -0.070
C 2.875 -1.395 -0.185
C 3.691 -0.364 -0.641
Cl 2.793 1.134 -0.694
C 5.018 -0.438 -1.004
Cl 5.880 0.938 -1.543
C 5.639 -1.684 -0.903
Cl 7.266 -1.870 -1.385
C 4.914 -2.769 -0.408
Cl 5.690 -4.293 -0.242
C 2.565 -2.804 -3.500
Si 1.867 -1.113 -3.989
C 1.064 -1.270 -5.690
C 3.256 0.153 -4.171
Si 0.215 -0.490 -2.340
Si -1.326 -2.344 -2.180
C -2.120 -2.531 -3.874
C -0.361 -3.930 -1.737
C -2.773 -2.302 -0.933
Si -0.698 1.648 -2.978
C -1.370 1.419 -4.723
C -2.101 2.408 -1.958
C 0.735 2.879 -2.943
H 3.513 -2.988 -4.010
H 1.881 -3.604 -3.788
H 2.745 -2.879 -2.428
H 1.785 -1.698 -6.391
H 0.762 -0.302 -6.091
H 0.187 -1.917 -5.686
H 4.101 -0.317 -4.680
H 3.624 0.560 -3.232
H 2.932 0.990 -4.793
H -1.372 -2.716 -4.645
H -2.675 -1.635 -4.157
H -2.822 -3.368 -3.892
H -0.031 -4.419 -2.655
H -0.991 -4.649 -1.206
H 0.540 -3.745 -1.147
H -3.407 -1.421 -1.058
H -2.499 -2.352 0.128
H -3.406 -3.169 -1.135
H -2.180 0.686 -4.740
H -0.609 1.092 -5.431
H -1.776 2.363 -5.092
H -2.902 1.698 -1.743
H -2.538 3.229 -2.531
H -1.738 2.829 -1.017
H 1.582 2.543 -3.544
H 1.093 3.067 -1.928
H 0.405 3.838 -3.350
C -0.914 3.331 7.411
C -2.096 4.129 6.881
S -1.843 4.609 5.164
O -0.430 4.765 4.902
O -2.737 5.668 4.805
C -2.313 3.142 4.182
C -2.009 3.533 2.734
N -1.623 2.393 1.904
C -0.364 2.039 1.605
N -0.348 0.955 0.817
C -1.650 0.598 0.620
C -2.449 1.470 1.293
N -3.880 1.450 1.315
O -4.462 2.195 2.076
O -4.402 0.664 0.547
C 0.846 2.777 2.055
H -0.999 3.204 8.489
H 0.012 3.858 7.196
H -0.863 2.341 6.954
H -2.231 5.074 7.408
H -3.037 3.579 6.900
H -3.364 2.909 4.337
H -1.672 2.332 4.534
H -1.181 4.239 2.729
H -2.870 4.022 2.293
H -1.949 -0.216 -0.014
H 0.688 3.277 3.011
H 1.113 3.542 1.321
H 1.689 2.094 2.149
N -0.183 -4.444 2.759
C 0.214 -3.110 3.324
C -0.342 -1.951 2.498
N 0.093 -1.940 1.078
H 0.027 -5.195 3.420
H 0.369 -4.626 1.913
H -1.177 -4.487 2.531
H 1.303 -3.069 3.339
H -0.154 -3.050 4.346
H -0.006 -1.033 2.981
H -1.432 -1.953 2.550
H -0.654 -2.272 0.470
H 0.878 -2.571 0.932

---

Q: Look up the max |F| of the second one.
A: 0.1052 hartree/bohr